No. 1
{"formula": "C17H12AuNO5S", "method": "wB97M-V/def2-TZVPD", "multiplicity": 3, "s_squared": 2.0161, "total_charge": 2, "e_tot_ev": -44054.1987, "relative_energy_ev": 0.453, "elements": ["O", "C", "Au", "C", "O", "C", "O", "C", "O", "C", "O", "H", "N", "S", "C", "C", "C", "C", "C", "C", "C", "C", "C", "C", "C", "C", "H", "H", "H", "H", "H", "H", "H", "H", "H", "H", "H"], "xyz": [[-3.231, -0.033, 0.410], [-2.103, -0.022, 0.274], [0.005, -0.070, -0.078], [2.094, -0.099, -0.367], [3.205, -0.141, -0.560], [-0.200, -1.766, -1.451], [0.782, -2.274, -1.882], [-0.239, 1.120, -1.768], [-0.391, 1.754, -2.720], [0.195, -1.573, 1.421], [0.286, -2.380, 2.215], [-1.329, -1.927, -1.566], [0.270, 1.518, 1.372], [0.170, 3.117, 0.968], [-0.941, 3.581, 2.255], [-0.572, 3.333, 3.581], [-1.444, 3.744, 4.589], [-2.670, 4.343, 4.263], [-3.035, 4.527, 2.921], [-2.181, 4.127, 1.895], [1.776, 3.562, 1.561], [2.094, 4.911, 1.368], [3.286, 5.397, 1.897], [4.146, 4.544, 2.604], [3.809, 3.195, 2.784], [2.617, 2.684, 2.258], [0.183, 1.251, 2.381], [0.387, 2.881, 3.827], [-1.157, 3.601, 5.623], [-3.347, 4.662, 5.058], [-3.978, 4.988, 2.660], [-2.424, 4.249, 0.841], [1.397, 5.541, 0.822], [3.535, 6.440, 1.747], [5.080, 4.934, 3.013], [4.470, 2.533, 3.333], [2.352, 1.639, 2.392]], "atomic_forces_ev_per_a": [[2.74, 0.02, -0.33], [-4.19, 0.18, 0.70], [-0.06, 0.22, 0.27], [3.71, 0.01, -0.51], [-2.01, 0.07, 0.34], [0.01, -1.01, -0.81], [-1.54, 0.12, 0.11], [-0.79, 4.09, -5.34], [0.57, -2.61, 3.57], [0.48, -3.14, 3.53], [-0.22, 1.73, -1.90], [1.13, -0.84, -0.71], [-0.52, -0.46, 0.22], [0.53, -2.35, 1.98], [-0.58, 0.76, 0.26], [-0.43, 0.62, 0.06], [-0.10, -0.11, -0.41], [0.09, -0.04, -0.37], [0.11, -0.23, 0.22], [0.75, -0.01, 0.38], [0.45, 1.33, 0.10], [0.33, -0.53, 0.29], [0.05, -0.20, 0.01], [-0.33, -0.10, -0.13], [-0.24, 0.32, -0.30], [0.07, 0.49, -0.07], [-0.02, 1.07, -1.21], [-0.12, 0.22, 0.01], [-0.09, 0.00, -0.03], [0.25, -0.07, -0.27], [-0.03, -0.04, 0.12], [-0.08, 0.16, 0.25], [0.21, 0.13, 0.08], [0.09, -0.05, 0.07], [-0.32, -0.14, -0.13], [-0.03, 0.09, -0.06], [0.13, 0.31, -0.01]], "mulliken_spin": [-0.024, 0.217, 0.600, 0.208, -0.020, 0.367, 0.132, 0.175, -0.004, 0.182, -0.008, 0.051, 0.115, 0.009, -0.002, 0.004, -0.001, 0.002, 0.000, 0.001, 0.001, 0.001, 0.000, 0.000, 0.001, -0.002, -0.004, -0.001, 0.000, 0.000, 0.000, 0.000, 0.000, 0.000, 0.000, 0.000, -0.002]}

No. 2
{"formula": "C11H30O6PSiTeTi", "method": "wB97M-V/def2-TZVPD", "multiplicity": 2, "s_squared": 0.7524, "total_charge": 0, "e_tot_ev": -71753.9255, "relative_energy_ev": 0.260, "elements": ["Ti", "C", "O", "C", "C", "O", "C", "H", "H", "H", "H", "H", "H", "H", "H", "H", "H", "C", "Si", "C", "C", "O", "H", "H", "H", "H", "H", "H", "H", "H", "H", "C", "C", "O", "P", "O", "Te", "O", "C", "C", "H", "H", "H", "H", "H", "H", "H", "H", "H", "H", "H"], "xyz": [[0.000, 0.000, 0.000], [2.206, 1.316, -0.480], [1.930, 0.000, -0.027], [2.271, -0.222, 1.341], [1.280, 0.448, 2.284], [-0.027, 0.000, 1.932], [-1.028, 0.608, 2.736], [3.253, 1.578, -0.297], [1.545, 2.042, 0.000], [2.024, 1.352, -1.557], [3.298, 0.106, 1.539], [2.232, -1.306, 1.492], [1.327, 1.538, 2.190], [1.503, 0.170, 3.320], [-0.871, 0.366, 3.792], [-2.002, 0.218, 2.429], [-1.026, 1.693, 2.594], [-2.473, 2.775, -1.215], [-0.802, 3.215, -0.476], [-1.082, 4.356, 0.991], [0.195, 4.144, -1.771], [0.000, 1.846, 0.000], [-3.005, 3.678, -1.530], [-3.092, 2.250, -0.481], [-2.349, 2.127, -2.087], [-1.611, 5.262, 0.680], [-0.127, 4.652, 1.436], [-1.679, 3.856, 1.760], [-0.332, 5.049, -2.087], [0.360, 3.517, -2.652], [1.170, 4.437, -1.369], [-3.304, -1.421, 0.063], [-2.890, -2.494, -0.936], [-2.042, -1.937, -1.919], [-0.386, -2.430, -1.632], [0.000, -1.967, 0.000], [0.993, -1.428, -3.111], [-0.349, -4.180, -1.801], [0.329, -4.771, -0.716], [1.845, -4.673, -0.878], [-4.010, -1.852, 0.804], [-3.805, -0.583, -0.466], [-2.416, -1.030, 0.601], [-3.798, -2.881, -1.445], [-2.452, -3.362, -0.392], [0.058, -5.848, -0.702], [-0.011, -4.372, 0.264], [2.154, -5.138, -1.838], [2.344, -5.207, -0.043], [2.176, -3.614, -0.864], [-1.761, 0.000, 0.000]], "atomic_forces_ev_per_a": [[-5.22, -0.77, -2.72], [3.00, 1.52, -0.73], [3.07, 0.03, 0.70], [0.39, -0.49, 0.56], [0.82, 0.20, 0.38], [0.50, -0.01, 2.15], [-0.95, 0.15, 0.33], [0.26, -0.46, -0.13], [1.41, -0.24, -0.20], [0.00, -0.19, 0.21], [-0.16, 0.14, 0.00], [-0.06, 0.15, -0.17], [-0.11, -0.03, 0.03], [0.01, -0.02, -0.08], [0.19, -0.03, -0.11], [0.32, 0.03, -0.08], [0.12, -0.12, -0.05], [0.19, 0.10, 0.11], [-0.72, -0.24, -0.22], [0.20, -0.21, -0.02], [0.11, -0.23, 0.21], [-2.84, 1.86, 0.08], [0.02, 0.00, -0.02], [0.08, -0.02, -0.11], [-0.05, -0.01, 0.10], [0.04, -0.07, 0.04], [-0.06, 0.05, 0.05], [0.00, 0.09, -0.02], [0.04, -0.07, 0.04], [0.00, 0.07, 0.02], [0.01, 0.06, -0.10], [-0.98, -0.85, 0.79], [-1.73, -0.44, 1.11], [4.15, -1.80, 0.31], [-1.98, -0.37, 2.79], [-1.47, -2.49, -4.64], [0.35, 0.70, -0.59], [-0.86, 3.90, 0.68], [0.63, -1.48, 1.20], [0.27, 0.08, 0.14], [0.06, 0.01, -0.48], [0.42, -0.39, 0.42], [-1.23, -0.67, -0.38], [0.55, 0.13, 0.04], [-0.02, 0.49, -0.44], [-0.06, 0.55, -0.23], [0.25, -0.01, -0.62], [-0.15, 0.33, 0.57], [-0.24, 0.27, -0.46], [-0.12, -0.60, -0.05], [1.54, 1.43, -0.43]], "mulliken_spin": [1.032, -0.009, -0.018, 0.002, 0.016, -0.010, 0.022, 0.001, 0.008, -0.001, 0.010, -0.005, -0.002, 0.006, 0.003, -0.009, 0.003, 0.002, 0.009, -0.001, -0.001, -0.028, 0.000, 0.001, -0.001, 0.000, 0.000, 0.000, 0.000, 0.000, 0.000, -0.007, -0.001, 0.004, 0.015, -0.010, -0.014, 0.000, 0.000, -0.001, 0.000, 0.003, -0.001, 0.000, 0.000, 0.000, 0.000, 0.000, 0.000, 0.001, -0.018]}

No. 3
{"formula": "C3H10NPS2", "method": "wB97M-V/def2-TZVPD", "total_charge": 0, "e_tot_ev": -35718.6307, "relative_energy_ev": 4.818, "elements": ["C", "C", "C", "N", "P", "S", "S", "H", "H", "H", "H", "H", "H", "H", "H", "H", "H"], "xyz": [[-2.713, 0.259, -0.928], [2.593, -0.616, -0.581], [-1.472, 0.741, -0.114], [2.001, 0.704, 1.802], [-0.280, -0.586, 0.126], [-0.961, -2.353, 0.707], [1.097, -0.683, -1.595], [-2.433, -0.362, -1.791], [-3.447, -0.277, -0.278], [-3.426, 1.071, -1.094], [2.722, 0.397, -0.057], [3.467, -0.965, -1.175], [2.290, -1.288, 0.311], [-1.764, 1.191, 0.789], [-1.183, 1.437, -0.904], [1.681, -0.189, 2.313], [1.828, 1.518, 2.471]], "atomic_forces_ev_per_a": [[-1.69, -1.12, 2.00], [-0.06, 0.08, 2.09], [-1.26, -0.50, -2.94], [-1.75, -1.04, 1.23], [1.58, -0.93, -0.18], [0.66, 1.87, -0.25], [-1.16, 0.50, 0.90], [-0.37, 0.52, 0.17], [1.02, -0.71, -0.33], [0.85, 0.56, -0.98], [-0.06, -1.52, -1.31], [-0.75, 0.10, 0.53], [1.36, 0.65, -1.53], [-0.12, 0.67, 1.17], [1.44, 0.46, 0.92], [0.71, 1.81, -0.53], [-0.41, -1.40, -0.97]], "lowdin_charge": [-0.180, -0.553, -0.473, -0.069, 0.275, 0.187, 0.491, 0.076, 0.072, 0.071, 0.004, 0.036, 0.013, 0.059, 0.077, -0.050, -0.036]}

No. 4
{"formula": "C30H51NO3P3Sr", "method": "wB97M-V/def2-TZVPD", "total_charge": 1, "e_tot_ev": -68270.9317, "relative_energy_ev": 0.071, "elements": ["Sr", "C", "C", "C", "P", "C", "C", "C", "C", "C", "C", "C", "C", "C", "N", "C", "C", "C", "C", "C", "C", "P", "C", "C", "C", "C", "C", "C", "H", "H", "H", "H", "H", "H", "H", "H", "H", "H", "H", "H", "H", "H", "H", "H", "H", "H", "H", "H", "H", "H", "H", "H", "H", "H", "H", "H", "H", "H", "H", "H", "H", "H", "H", "H", "C", "C", "O", "P", "O", "C", "C", "O", "C", "C", "H", "H", "H", "H", "H", "H", "H", "H", "H", "H", "H", "H", "H", "H", "H"], "xyz": [[0.161, -0.998, -0.324], [0.315, -3.543, 3.398], [1.383, -2.482, 3.664], [1.323, -2.046, 5.129], [1.291, -1.161, 2.376], [0.337, 0.291, 2.990], [-1.127, -0.091, 3.220], [0.905, 1.122, 4.134], [2.982, -0.531, 2.124], [3.939, -0.526, 3.135], [5.209, -0.011, 2.937], [5.511, 0.530, 1.693], [4.584, 0.536, 0.668], [3.304, -0.010, 0.846], [2.330, 0.005, -0.129], [2.598, 0.259, -1.471], [3.656, -0.340, -2.179], [3.777, -0.176, -3.543], [2.837, 0.565, -4.259], [1.792, 1.159, -3.582], [1.659, 1.037, -2.194], [0.352, 1.867, -1.196], [1.132, 3.379, -0.462], [2.390, 3.828, -1.201], [1.410, 3.241, 1.031], [-0.837, 2.537, -2.447], [-2.176, 2.796, -1.753], [-0.435, 3.791, -3.228], [0.404, -4.361, 4.113], [0.392, -3.966, 2.394], [-0.689, -3.125, 3.507], [2.369, -2.928, 3.478], [0.354, -1.614, 5.377], [2.084, -1.315, 5.394], [1.458, -2.915, 5.775], [0.372, 0.935, 2.095], [-1.245, -0.722, 4.102], [-1.566, -0.647, 2.382], [-1.739, 0.800, 3.373], [0.733, 0.647, 5.099], [0.414, 2.097, 4.162], [1.974, 1.297, 4.023], [3.689, -0.939, 4.104], [5.940, -0.021, 3.732], [6.488, 0.961, 1.515], [4.849, 0.975, -0.286], [4.371, -0.945, -1.637], [4.601, -0.646, -4.063], [2.928, 0.679, -5.330], [1.068, 1.738, -4.142], [0.352, 4.139, -0.584], [3.196, 3.109, -1.046], [2.727, 4.790, -0.813], [2.243, 3.927, -2.275], [2.160, 2.475, 1.232], [0.510, 2.995, 1.595], [1.785, 4.188, 1.423], [-0.969, 1.707, -3.154], [-2.084, 3.585, -1.002], [-2.561, 1.907, -1.251], [-2.917, 3.141, -2.477], [-0.334, 4.648, -2.562], [-1.218, 4.042, -3.946], [0.499, 3.698, -3.779], [-5.729, 0.223, -1.660], [-5.226, -0.802, -0.680], [-4.257, -1.684, -1.331], [-2.713, -1.327, -1.175], [-2.123, -2.446, -0.145], [-2.562, -3.845, -0.141], [-3.408, -4.097, 1.076], [-2.081, -1.970, -2.521], [-2.415, -1.327, -3.787], [-3.437, -2.145, -4.531], [-6.474, 0.857, -1.178], [-6.195, -0.256, -2.519], [-4.921, 0.867, -2.010], [-6.015, -1.466, -0.331], [-4.756, -0.347, 0.195], [-1.648, -4.437, -0.141], [-3.094, -4.035, -1.074], [-2.852, -3.885, 1.989], [-3.708, -5.145, 1.099], [-4.310, -3.488, 1.065], [-1.473, -1.251, -4.329], [-2.765, -0.309, -3.585], [-3.059, -3.149, -4.717], [-3.650, -1.680, -5.495], [-4.369, -2.220, -3.976]], "atomic_forces_ev_per_a": [[0.10, 0.02, -0.27], [-0.11, -0.04, -0.07], [0.19, -0.03, 0.20], [0.01, 0.04, 0.03], [0.47, -0.17, 0.00], [-0.18, 0.21, -0.20], [-0.12, 0.00, 0.03], [0.03, -0.01, 0.10], [-0.16, -0.05, 0.11], [0.09, -0.02, 0.10], [-0.12, -0.01, -0.11], [0.03, 0.03, -0.03], [0.16, 0.04, 0.11], [-0.16, 0.00, -0.23], [-0.05, 0.16, 0.13], [-0.11, -0.10, 0.18], [-0.01, 0.01, -0.06], [-0.01, 0.00, -0.05], [0.02, -0.03, 0.06], [-0.11, 0.01, -0.04], [-0.03, 0.07, 0.14], [-0.01, -0.23, -0.11], [0.08, 0.13, 0.01], [0.05, 0.00, 0.01], [0.00, -0.01, 0.11], [-0.03, 0.07, -0.16], [-0.06, 0.02, 0.04], [0.06, 0.07, 0.00], [0.03, -0.01, 0.02], [0.04, 0.03, 0.00], [-0.01, 0.02, 0.01], [-0.09, -0.01, 0.01], [-0.05, 0.00, -0.02], [0.02, 0.01, -0.03], [0.03, -0.03, -0.01], [0.00, -0.06, 0.05], [0.02, 0.01, 0.03], [0.07, 0.02, -0.03], [0.03, 0.02, 0.01], [0.01, -0.01, 0.01], [-0.03, 0.01, -0.01], [0.02, -0.02, -0.04], [0.01, 0.00, 0.02], [0.02, 0.00, 0.04], [0.02, 0.00, 0.01], [-0.01, 0.00, 0.02], [0.01, -0.01, 0.01], [0.02, 0.00, -0.01], [0.01, 0.00, -0.03], [0.04, -0.02, 0.00], [0.03, -0.01, -0.01], [0.01, -0.02, 0.01], [-0.02, 0.02, 0.02], [-0.04, 0.01, -0.02], [0.03, -0.03, -0.02], [-0.07, 0.00, -0.03], [0.04, 0.01, -0.01], [-0.03, 0.02, 0.02], [0.04, 0.00, 0.02], [0.02, -0.02, -0.01], [-0.02, -0.03, -0.02], [-0.01, 0.01, 0.02], [-0.02, -0.02, -0.02], [0.01, -0.07, 0.03], [-0.12, 0.10, 0.04], [0.13, -0.28, 0.00], [-0.34, 0.01, -0.01], [-0.05, 0.08, 0.11], [0.07, 0.06, 0.08], [0.16, 0.20, -0.19], [-0.02, -0.14, 0.07], [0.01, 0.00, -0.14], [0.18, -0.02, 0.20], [-0.05, 0.01, -0.17], [0.00, 0.00, -0.01], [0.01, -0.03, -0.02], [0.05, 0.00, 0.00], [0.00, 0.07, -0.03], [-0.04, 0.06, -0.03], [-0.06, -0.05, 0.04], [-0.03, -0.04, 0.06], [0.02, 0.02, 0.00], [-0.01, -0.01, 0.01], [-0.02, 0.04, -0.04], [-0.05, -0.02, -0.05], [-0.07, -0.01, -0.04], [0.02, -0.02, 0.01], [0.01, 0.01, 0.00], [0.00, 0.02, 0.06]], "lowdin_charge": [1.232, -0.134, -0.541, -0.105, 1.000, -0.563, -0.111, -0.092, -0.315, -0.103, -0.090, -0.075, -0.040, -0.340, -0.197, -0.385, -0.033, -0.068, -0.083, -0.098, -0.349, 1.014, -0.529, -0.090, -0.116, -0.568, -0.141, -0.108, 0.083, 0.063, 0.063, 0.110, 0.066, 0.062, 0.085, 0.057, 0.069, 0.051, 0.087, 0.068, 0.083, 0.075, 0.090, 0.102, 0.108, 0.105, 0.118, 0.110, 0.105, 0.088, 0.096, 0.078, 0.088, 0.066, 0.068, 0.061, 0.088, 0.089, 0.080, 0.031, 0.081, 0.078, 0.085, 0.060, -0.067, -0.265, -0.289, 0.738, -0.448, -0.240, -0.055, -0.323, -0.270, -0.062, 0.089, 0.086, 0.064, 0.123, 0.107, 0.122, 0.116, 0.074, 0.092, 0.077, 0.120, 0.101, 0.087, 0.088, 0.071]}

No. 5
{"formula": "C6F11N3O5PdS4Te", "method": "wB97M-V/def2-TZVPD", "total_charge": -2, "e_tot_ev": -104940.4294, "elements": ["Pd", "S", "C", "S", "C", "C", "N", "C", "N", "F", "C", "F", "F", "S", "O", "O", "N", "S", "O", "O", "C", "F", "F", "F", "F", "Te", "F", "F", "F", "F", "O"], "xyz": [[0.312, -0.562, -0.259], [1.412, -2.511, -0.030], [2.506, -1.793, 1.083], [2.008, -0.155, 1.146], [3.537, -2.403, 1.752], [4.368, -1.672, 2.648], [5.042, -1.084, 3.374], [3.802, -3.789, 1.556], [4.012, -4.911, 1.396], [-0.950, -1.956, -2.489], [-2.208, -1.852, -1.992], [-2.988, -1.425, -2.984], [-2.587, -3.093, -1.672], [-2.227, 0.660, -0.943], [-2.260, -1.101, -0.891], [-3.585, 0.971, -1.186], [-1.251, 0.808, -2.132], [-0.235, 2.008, -2.362], [0.578, 2.258, -1.206], [-0.791, 3.085, -3.110], [0.858, 1.138, -3.571], [1.753, 2.015, -4.035], [1.522, 0.126, -3.008], [0.161, 0.661, -4.604], [-1.356, 5.535, -0.814], [-2.626, 4.178, -0.181], [-1.679, 4.212, 1.534], [-3.831, 4.538, -1.704], [-4.091, 3.275, 0.769], [-3.489, 5.697, 0.509], [-1.622, 0.897, 0.341]], "atomic_forces_ev_per_a": [[0.12, -0.10, 0.58], [-0.02, 0.00, -0.17], [-0.01, 0.03, -0.04], [0.00, 0.05, 0.03], [0.00, 0.00, -0.01], [-0.01, -0.01, 0.00], [0.01, 0.00, 0.00], [0.00, 0.01, 0.01], [0.00, 0.00, 0.00], [-0.07, 0.01, 0.04], [0.08, -0.01, -0.16], [-0.07, 0.03, -0.07], [-0.10, -0.20, 0.03], [-0.58, -0.65, 0.22], [0.45, 0.37, 0.14], [0.17, 0.18, 0.01], [0.00, -0.02, -0.44], [0.02, 0.08, -0.05], [0.09, -0.02, -0.05], [0.06, 0.02, 0.02], [-0.02, 0.00, 0.02], [0.01, 0.00, 0.00], [-0.02, -0.02, 0.00], [0.01, 0.01, -0.01], [-0.08, 0.06, -0.02], [0.03, -0.06, -0.01], [-0.03, 0.11, 0.04], [0.00, 0.08, 0.07], [-0.04, 0.06, -0.02], [0.01, 0.10, 0.07], [-0.01, -0.08, -0.24]], "lowdin_charge": [0.396, 0.637, -1.134, 0.685, -0.371, -0.247, 0.135, -0.255, 0.131, 0.095, -0.786, 0.167, 0.158, 0.505, -0.107, -0.228, -0.315, 0.554, -0.299, -0.258, -0.681, 0.130, 0.108, 0.134, -0.559, 1.854, -0.555, -0.567, -0.554, -0.459, -0.316]}